179
Properties=species:S:1:pos:R:3:forces:R:3 method="wB97M-V/def2-TZVPD" charge=0 orbital_gap_ev=4.56 homo_energy_ev=-5.800
Be 2.464 1.807 0.272 -0.830 0.098 -1.073
C -2.084 -0.815 0.882 -0.386 0.172 0.825
C -0.491 -0.755 1.014 -1.714 -0.533 -1.475
C -0.046 -2.231 0.849 0.863 -0.811 -0.674
C -0.076 -2.846 -0.592 -0.805 0.652 1.025
C 0.573 -1.915 -1.604 -1.240 0.391 0.602
C -0.040 -0.428 -1.547 3.266 -0.286 -0.688
N 0.032 0.053 -0.128 1.654 -0.302 -0.097
O -0.138 1.465 0.029 1.657 -0.507 0.086
C -1.392 -0.282 -2.151 -1.567 -0.401 0.390
C 1.009 0.372 -2.529 -0.341 0.185 2.006
C 0.099 -0.261 2.374 -0.659 0.868 -0.336
H -2.521 -1.425 0.091 1.001 -0.584 -0.360
H -2.620 0.104 0.645 0.589 0.690 0.488
H -2.572 -1.253 1.753 0.199 0.216 0.479
H -0.553 -2.924 1.519 -0.779 0.374 0.140
H 0.958 -2.374 1.246 0.523 0.453 -0.250
H -1.101 -3.064 -0.890 -0.374 0.321 0.015
H 0.341 -3.852 -0.564 0.581 0.097 -0.011
H 0.374 -2.339 -2.588 0.236 0.239 -0.286
H 1.644 -1.944 -1.403 0.069 0.455 -0.245
H -1.491 -0.157 -3.229 0.473 0.295 0.018
H -1.842 0.546 -1.603 -0.234 0.283 -0.435
H -2.018 -1.146 -1.926 -0.095 -0.184 0.087
H 0.869 0.176 -3.592 -0.144 -0.399 0.141
H 2.035 0.158 -2.229 0.219 -0.566 -0.155
H 1.032 1.455 -2.408 -0.787 0.177 0.049
H -0.251 0.706 2.733 -0.270 0.430 -0.724
H 1.176 -0.135 2.255 0.035 -0.333 0.029
H -0.140 -0.845 3.262 0.096 -0.930 -0.420
C 4.396 4.428 -3.378 0.269 -1.520 0.606
C 4.959 2.981 -3.757 0.295 0.597 1.006
C 6.166 3.212 -4.720 0.094 0.549 0.993
C 7.392 3.675 -3.956 0.181 -0.881 0.614
C 7.842 2.584 -2.946 -0.579 0.222 -1.130
C 6.759 2.183 -1.915 1.523 1.542 0.749
N 5.447 2.223 -2.511 -2.788 -0.161 0.030
O 4.379 1.951 -1.575 0.624 -0.632 -0.896
C 7.001 3.238 -0.755 -0.447 -0.072 -0.147
C 7.120 0.785 -1.346 -1.128 -0.011 0.676
C 3.884 2.171 -4.582 1.063 0.398 0.367
H 3.428 4.328 -2.888 0.008 0.055 -1.053
H 4.374 5.057 -4.268 -0.266 0.103 0.234
H 4.939 4.879 -2.548 0.642 0.118 -0.408
H 5.934 4.045 -5.384 -0.420 -0.361 -0.428
H 6.464 2.329 -5.285 -0.392 -0.141 -0.099
H 7.205 4.617 -3.439 -0.142 0.043 0.176
H 8.196 3.892 -4.660 0.156 -0.112 -0.023
H 8.731 2.991 -2.465 0.030 -0.601 0.181
H 8.073 1.651 -3.462 0.394 0.148 -0.481
H 8.032 3.593 -0.735 0.180 -0.421 0.063
H 6.779 2.823 0.229 -0.302 0.196 -0.029
H 6.450 4.161 -0.935 -0.457 -0.164 0.137
H 6.603 0.597 -0.405 -0.207 0.516 0.253
H 8.170 0.670 -1.075 0.183 0.103 -0.527
H 6.713 -0.053 -1.912 0.532 0.226 -0.737
H 4.379 1.227 -4.813 -0.315 -0.215 -0.048
H 3.727 2.705 -5.519 0.184 0.117 -0.183
H 2.877 2.006 -4.199 0.314 0.033 0.722
C -3.965 -3.372 2.908 -0.893 -0.544 0.309
C -5.420 -3.172 2.507 0.163 1.321 -1.619
O -6.231 -2.930 3.612 -0.109 -0.779 0.765
H -3.900 -4.157 3.662 -0.084 -0.104 0.099
H -3.623 -2.458 3.393 0.300 -0.006 -0.247
H -3.351 -3.703 2.070 0.088 0.396 -0.069
H -5.850 -3.810 1.735 0.088 -1.682 0.664
H -5.525 -2.311 1.847 0.818 0.919 0.201
H -7.023 -2.498 3.282 -0.246 0.404 0.130
C 0.303 3.553 6.724 -1.088 -1.063 0.484
C -0.353 3.307 5.350 -0.091 -0.108 0.974
O 0.526 3.638 4.353 2.480 0.893 -1.820
H -0.382 3.291 7.531 -0.479 0.243 -0.015
H 0.572 4.595 6.893 0.169 0.003 -0.268
H 1.117 2.871 6.969 0.458 0.224 -0.615
H -1.202 3.968 5.179 -0.676 -0.493 0.580
H -0.526 2.268 5.067 -0.871 -0.130 0.977
H 0.943 4.455 4.636 0.256 0.268 -0.447
C 0.163 1.620 -6.302 0.256 -0.532 -0.010
C -0.597 0.317 -6.669 1.057 0.342 0.301
O -1.851 0.549 -7.248 -0.643 0.219 -0.040
H 1.216 1.439 -6.085 0.118 -0.434 0.016
H -0.204 2.115 -5.403 -0.442 -0.004 -0.163
H 0.198 2.325 -7.133 -0.371 0.037 -0.074
H -0.725 -0.322 -5.795 -0.208 0.173 0.161
H -0.036 -0.295 -7.375 0.527 0.059 -0.004
H -1.661 0.860 -8.137 -0.305 0.125 -0.099
C -4.296 2.758 -0.048 -0.442 -0.075 2.665
C -3.866 2.807 1.481 1.319 -0.508 -1.939
O -2.613 3.546 1.667 -1.775 0.193 0.592
H -5.339 2.452 0.033 -0.253 -0.010 -0.469
H -3.778 1.951 -0.566 0.313 0.560 -0.283
H -4.261 3.779 -0.430 0.281 -0.314 -0.493
H -3.775 1.774 1.814 0.385 -0.097 0.072
H -4.691 3.181 2.088 0.496 0.860 0.038
H -1.849 3.124 1.267 -0.123 -0.764 -0.231
C 2.491 -2.656 -5.321 -0.588 -0.788 -0.700
C 3.699 -3.450 -5.807 1.252 0.789 1.727
O 4.729 -3.630 -4.753 -0.764 -0.457 -1.043
H 2.524 -1.567 -5.281 0.767 -0.032 0.228
H 2.094 -3.059 -4.390 0.086 0.074 0.032
H 1.752 -2.839 -6.101 -0.464 -0.058 0.026
H 4.120 -2.968 -6.689 0.244 0.021 -0.020
H 3.452 -4.476 -6.080 -0.207 0.141 0.143
H 5.021 -2.815 -4.339 -0.334 0.370 -0.330
C 5.486 -2.206 -0.932 -1.226 0.564 -0.024
C 4.850 -3.357 -0.131 4.330 0.381 -2.426
O 3.553 -3.135 0.137 -2.055 0.259 0.896
H 4.739 -1.793 -1.610 -0.175 0.095 -0.151
H 6.312 -2.502 -1.579 0.230 -0.127 0.486
H 5.724 -1.394 -0.245 0.355 0.006 -0.301
H 5.565 -3.393 0.691 -0.618 -0.684 0.833
H 5.036 -4.207 -0.789 -0.408 -0.703 0.337
H 3.342 -3.669 0.907 -0.654 -0.074 0.439
O 2.613 2.262 2.720 0.359 -0.394 -1.075
H 1.884 2.554 3.267 -0.947 0.406 0.245
H 3.343 2.155 3.330 0.394 -0.059 -0.062
O 2.696 -3.925 2.916 0.610 0.196 -0.410
H 1.967 -4.428 3.280 -0.673 -0.202 0.226
H 2.951 -3.329 3.620 0.097 0.147 0.130
O 1.824 3.745 -1.232 0.645 -0.489 0.978
H 0.974 3.810 -1.668 -1.061 0.110 0.085
H 2.457 4.004 -1.901 0.405 -0.324 0.247
O -0.828 3.720 -1.722 -0.108 0.492 -0.663
H -0.690 2.870 -1.303 0.099 -1.127 0.639
H -1.457 4.167 -1.155 -0.135 0.224 0.157
O 3.297 -0.474 0.651 -0.193 2.070 0.072
H 3.619 -0.741 1.512 0.064 0.035 0.237
H 2.969 -1.281 0.256 -0.249 -0.642 -0.393
O -6.094 -0.822 0.037 0.002 0.079 0.010
H -5.321 -1.243 -0.339 0.347 -0.126 -0.003
H -6.712 -0.762 -0.692 -0.282 0.124 -0.229
C -5.866 1.507 -3.231 -0.073 0.014 0.708
C -4.977 2.654 -3.720 0.934 -1.819 2.112
C -3.502 2.276 -3.698 0.270 -0.255 -0.276
O -5.351 2.884 -4.995 -0.884 1.574 -2.746
H -5.412 0.925 -2.429 -0.098 0.165 0.308
H -6.065 0.798 -4.035 0.135 0.008 -0.206
H -6.828 1.923 -2.932 -0.080 -0.222 0.182
H -5.146 3.536 -3.103 -0.092 0.179 -0.193
H -2.936 3.024 -4.254 0.140 0.188 0.364
H -3.364 1.362 -4.275 -0.154 -0.285 -0.178
H -3.055 2.055 -2.728 -0.149 0.460 0.044
H -5.305 2.050 -5.468 0.062 0.017 -0.211
C -0.813 -1.207 7.289 -0.634 -0.237 0.482
C -2.290 -1.108 6.988 -1.999 2.329 1.659
C -2.659 -0.073 5.946 -0.228 -0.477 -1.383
O -2.960 -2.308 6.805 0.425 -2.468 -1.280
H -0.341 -1.887 6.581 0.162 0.150 -0.094
H -0.650 -1.570 8.303 0.049 -0.227 -0.082
H -0.388 -0.203 7.252 0.135 -0.094 -0.235
H -2.945 -0.755 7.784 1.304 0.824 1.476
H -1.787 0.112 5.318 -0.400 0.436 -0.465
H -3.196 0.821 6.263 0.936 0.387 0.678
H -3.494 -0.496 5.389 0.384 -0.349 -0.793
H -3.880 -2.076 6.660 -0.086 -0.313 -0.059
C -8.010 1.044 4.258 0.127 -1.193 0.119
C -7.081 0.581 3.098 0.912 0.132 0.056
C -5.606 0.310 3.494 -0.132 1.167 0.641
O -7.518 -0.565 2.402 -1.869 -0.855 0.900
H -7.855 0.510 5.195 0.708 -0.043 0.113
H -9.064 0.803 4.126 -0.056 0.329 -0.837
H -7.890 2.111 4.448 0.018 -0.076 -0.114
H -7.132 1.406 2.387 0.374 0.257 -0.179
H -5.109 1.232 3.797 0.005 0.354 -0.165
H -5.026 -0.089 2.662 -0.160 -0.112 -0.052
H -5.464 -0.311 4.377 -0.530 -0.481 -0.233
H -6.964 -0.799 1.654 0.460 0.517 -0.184
C 0.648 -6.510 1.922 -0.222 1.058 1.091
C -0.506 -5.722 2.659 0.249 -2.036 -0.420
C -1.616 -6.597 3.319 -0.264 0.839 -1.705
O 0.107 -4.977 3.678 0.443 0.341 0.640
H 0.988 -7.294 2.599 -0.077 -0.233 -0.190
H 1.473 -5.800 1.873 0.099 0.006 -0.155
H 0.536 -6.872 0.899 -0.686 -0.058 0.232
H -0.989 -5.010 1.989 -0.175 -0.184 -0.338
H -2.314 -5.905 3.791 -0.104 0.024 0.236
H -1.408 -7.409 4.016 0.677 0.158 -0.224
H -2.164 -6.965 2.452 -0.280 -0.519 0.184
H -0.607 -4.899 4.315 0.341 0.499 0.536